The following is a quantum chemistry calculation of a structure of composition C27H41ClN3O4Ti, from OMol25.

Computed properties:
LUMO level (alpha / beta)	-0.05 / -0.04	eV
largest force on an atom	4.4	eV Å⁻¹
gap between HOMO and LUMO (alpha / beta)	5.72 / 6.19	eV
2S+1	2
highest occupied orbital energy (alpha / beta)	-5.76 / -6.23	eV
molecular weight	554.96	g mol⁻¹
net charge	0
relative energy (zero: lowest compared OMol25 entry of this formula, charge and spin)	113.0	kJ/mol

The geometry in XYZ format:
```
77
C27H41ClN3O4Ti the ωB97M-V functional and the def2-TZVPD basis
O -1.633 -2.316 -1.603
C -0.496 -2.461 -2.069
C 0.549 -3.356 -1.638
C 0.427 -3.973 -0.408
H -0.076 -3.459 0.382
C 0.915 -5.242 -0.287
H 0.652 -5.779 0.604
C 1.667 -5.800 -1.308
H 2.032 -6.813 -1.197
C 1.979 -5.067 -2.459
H 2.589 -5.508 -3.242
C 1.473 -3.793 -2.610
H 1.751 -3.168 -3.464
H -0.033 -1.760 -2.811
C 1.567 0.305 -3.146
C 1.770 0.072 -1.626
H 2.148 -0.355 -3.823
H 1.872 1.365 -3.273
H 0.556 0.259 -3.593
C 2.717 -0.786 -1.169
C 3.997 -0.542 -1.845
H 2.647 -1.642 -0.487
H 4.288 -1.414 -2.457
H 4.753 -0.336 -1.071
H 3.919 0.371 -2.489
Ti 1.456 1.400 -0.318
Cl 3.332 2.747 -0.477
C 0.856 2.846 1.686
O 0.230 2.589 0.590
N 0.249 3.642 2.522
C -0.914 4.398 2.074
C 0.944 4.031 3.722
H 1.856 2.436 1.960
H -1.507 3.876 1.322
H -0.592 5.363 1.669
H -1.529 4.580 2.952
H 1.403 3.134 4.161
H 0.197 4.451 4.396
H 1.717 4.767 3.448
H -4.151 -3.183 0.640
H -3.458 -2.349 2.584
C -3.206 -2.878 0.178
C -2.850 -1.516 2.235
N -2.759 -1.621 0.788
H -3.340 -2.696 -0.896
C -2.719 -0.492 0.017
O -2.174 0.590 0.267
H -3.295 -0.558 2.520
H -3.166 -0.624 -0.996
H -2.444 -3.664 0.299
H -1.863 -1.591 2.702
H -1.935 4.392 -3.116
H -3.734 2.635 -3.936
C -1.201 3.650 -3.473
C -2.889 1.969 -4.157
N -1.744 2.297 -3.304
H -0.267 3.733 -2.910
C -1.231 1.442 -2.408
O -0.247 1.742 -1.661
H -3.219 0.933 -4.035
H -1.716 0.439 -2.396
H -1.031 3.836 -4.547
H -2.645 2.137 -5.215
C 1.261 -0.256 1.208
C 0.785 -0.016 2.592
C -0.473 0.549 2.814
C -0.883 0.904 4.084
C -0.051 0.704 5.181
C 1.198 0.114 4.982
C 1.600 -0.266 3.704
H 2.340 -0.471 1.193
H 0.790 -1.120 0.705
H -1.151 0.661 1.974
H -1.874 1.326 4.228
H -0.393 0.996 6.176
H 1.845 -0.062 5.842
H 2.564 -0.745 3.523
```

The following is a quantum chemistry calculation of the molecule CH3FNOPS, from OMol25.

Computed properties:
LUMO level	0.44	eV
largest force on an atom	4.1	eV Å⁻¹
gap between HOMO and LUMO	9.69	eV
highest occupied orbital energy	-9.25	eV
molecular weight	127.08	g mol⁻¹
net charge	0
relative energy (zero: lowest compared OMol25 entry of this formula, charge and spin)	137.0	kJ/mol

The geometry in XYZ format:
```
9
CH3FNOPS the ωB97M-V functional and the def2-TZVPD basis
H 0.914 -1.637 1.424
N 0.286 -1.434 0.624
C -0.013 -0.285 0.390
P 0.764 1.282 1.182
O -0.966 0.172 -0.430
S -1.958 -0.746 -1.328
F -1.013 -0.910 -2.593
H 1.915 1.376 0.491
H 0.070 2.183 0.239
```